# 1
Computed, not measured: a cluster of 3 separate species, C2H10O2 in total, with wB97M-V/def2-TZVPD.

Properties
- energy relative to the best compared isomer or geometry (same formula, charge and spin) (kJ/mol) = 0.00
- 2S+1 = 2
- HOMO level (alpha / beta) (eV) = 0.83 / -6.80
- expectation value of S² = 0.751
- charge = -1

CARTESIAN COORDINATES (ANGSTROEM)
C (-0.072, -0.542, 1.311)
C (-0.270, 0.395, 2.485)
H (-0.205, -0.004, 0.373)
H (-0.844, -1.320, 1.262)
H (0.816, -1.166, 1.236)
H (-0.954, 1.218, 2.311)
H (-0.712, -0.137, 3.338)
H (0.661, 0.806, 2.874)
H (1.980, 0.601, -2.746)
H (1.292, -0.828, -2.765)
O (2.078, -0.322, -2.494)
H (-1.594, 0.637, -3.068)
H (-0.615, 0.409, -1.942)
O (-1.560, 0.254, -2.174)


# 2
Computed, not measured: a cluster of 5 separate species, C2H10O3 in total, with wB97M-V/def2-TZVPD.

Properties
- energy relative to the best compared isomer or geometry (same formula, charge and spin) (kJ/mol) = 1086.37
- HOMO level (eV) = -9.52

CARTESIAN COORDINATES (ANGSTROEM)
C (-0.556, -0.179, -1.153)
C (-0.913, -1.277, -0.469)
H (-0.898, 0.828, -0.992)
H (0.413, -0.344, -1.637)
H (-0.190, -2.028, -0.091)
H (-1.932, -1.215, -0.109)
H (0.050, 0.235, 1.552)
H (2.447, -1.890, 0.034)
O (2.058, -1.113, -0.310)
H (0.873, 1.891, -0.522)
H (1.902, 0.608, -0.101)
O (1.824, 1.653, -0.274)
H (0.050, 0.949, 1.834)
H (-2.774, 1.139, 1.509)
O (-2.354, 0.746, 0.728)


# 3
Computed, not measured: a cluster of 4 separate species, C2H10O4 in total, with wB97M-V/def2-TZVPD.

Properties
- energy relative to the best compared isomer or geometry (same formula, charge and spin) (kJ/mol) = 40.05
- 2S+1 = 2
- HOMO level (alpha / beta) (eV) = 0.88 / -5.78
- expectation value of S² = 0.750
- charge = -1

CARTESIAN COORDINATES (ANGSTROEM)
C (1.059, 2.734, 1.534)
C (-0.083, 2.251, 1.060)
O (-0.379, 0.939, 1.048)
H (1.241, 3.792, 1.608)
H (1.766, 2.006, 1.902)
H (-0.907, 2.917, 0.800)
H (-1.178, 0.803, 0.502)
H (-1.559, -1.007, -1.126)
H (-2.683, 0.014, -1.552)
O (-2.106, -0.245, -0.829)
H (2.803, -2.524, -0.070)
H (2.008, -1.327, 0.354)
O (1.939, -2.095, -0.251)
H (-0.102, -1.959, -2.449)
H (0.309, -2.459, -1.044)
O (-0.463, -2.311, -1.626)


# 4
Computed, not measured: a cluster of 3 separate species, C2H10O4 in total, with wB97M-V/def2-TZVPD.

Properties
- SMILES = OCCO.O.O
- energy relative to the best compared isomer or geometry (same formula, charge and spin) (kJ/mol) = 73.44
- HOMO level (eV) = -9.76

CARTESIAN COORDINATES (ANGSTROEM)
O (-2.486, 0.474, -0.703)
H (-2.141, -0.210, -0.112)
H (-3.420, 0.284, -0.826)
O (-2.091, -0.437, 2.172)
H (-1.756, -1.148, 2.701)
H (-2.893, -0.259, 2.702)
C (1.460, 0.045, 0.322)
C (2.150, -0.022, -1.027)
O (1.588, 0.991, -1.881)
O (0.137, -0.364, 0.200)
H (1.486, 1.063, 0.657)
H (1.935, -0.541, 1.101)
H (2.075, -0.975, -1.484)
H (3.215, 0.249, -0.926)
H (1.138, 0.534, -2.595)
H (-0.396, 0.317, -0.301)


# 5
Computed, not measured: the molecule C2H10O9Si3, with wB97M-V/def2-TZVPD.

Properties
- 2S+1 = 3
- HOMO level (alpha / beta) (eV) = -4.87 / -9.88
- expectation value of S² = 2.004

CARTESIAN COORDINATES (ANGSTROEM)
C (1.346, -0.331, 1.577)
C (1.089, -1.235, 0.391)
O (0.668, 0.848, 1.505)
O (0.962, -0.941, 2.806)
O (-0.326, -1.704, 0.402)
O (1.024, -2.016, -2.366)
O (2.365, 0.439, -1.749)
O (-0.915, 2.751, 1.991)
O (-1.983, 0.522, 2.167)
O (-1.354, 1.700, -2.706)
O (-2.165, -0.518, -1.851)
Si (1.092, -0.672, -1.470)
Si (-0.870, 1.300, 1.289)
Si (-0.892, 0.463, -1.693)
H (2.411, -0.252, 1.563)
H (1.730, -2.179, 0.302)
H (0.010, -1.097, 2.789)
H (-0.775, -0.891, 0.615)
H (0.837, -2.865, -1.896)
H (2.731, 0.411, -2.621)
H (-0.601, 3.390, 1.412)
H (-2.717, 1.082, 2.503)
H (-0.611, 2.143, -2.911)
H (-3.056, -0.349, -2.050)


# 6
Computed, not measured: a cluster of 2 separate species, C2H10OSi2 in total, with wB97M-V/def2-TZVPD.

Properties
- energy relative to the best compared isomer or geometry (same formula, charge and spin) (kJ/mol) = 282.82
- HOMO level (alpha / beta) (eV) = -7.71 / -7.52

CARTESIAN COORDINATES (ANGSTROEM)
C (-1.201, 0.748, 2.366)
C (1.665, 0.461, 0.629)
O (0.338, -2.057, -2.141)
Si (-0.733, -1.031, -2.890)
Si (-0.136, 1.045, 0.659)
H (-0.497, 0.556, 3.175)
H (-1.560, 1.712, 2.651)
H (-1.956, 0.021, 2.358)
H (2.034, 0.018, -0.322)
H (2.367, 1.222, 0.966)
H (1.739, -0.279, 1.372)
H (-0.165, -2.768, -1.947)
H (-1.909, -1.731, -3.477)
H (-0.047, -0.378, -4.014)
H (0.062, 2.462, 0.615)


# 7
Computed, not measured: the molecule C2H10OSi3, with wB97M-V/def2-TZVPD.

Properties
- SMILES = CC(=[SiH2])O[SiH2][SiH3]
- energy relative to the best compared isomer or geometry (same formula, charge and spin) (kJ/mol) = 88.27
- HOMO level (eV) = -7.49

CARTESIAN COORDINATES (ANGSTROEM)
C (1.324, 0.112, 0.241)
C (0.982, 1.253, 1.174)
O (0.452, -0.969, 0.275)
Si (-2.588, 0.105, -0.704)
Si (2.821, -0.218, -0.698)
Si (-1.049, -1.603, 0.079)
H (1.778, 1.930, 1.139)
H (0.714, 1.113, 2.195)
H (0.125, 1.815, 0.721)
H (-3.257, 0.958, 0.193)
H (-3.940, -0.577, -1.277)
H (-2.080, 1.020, -1.675)
H (3.318, -1.309, -1.637)
H (3.584, 1.009, -0.606)
H (-0.826, -2.729, -0.841)
H (-1.359, -1.910, 1.422)


# 8
Computed, not measured: a cluster of 2 separate species, C2H11BN3O in total, with wB97M-V/def2-TZVPD.

Properties
- energy relative to the best compared isomer or geometry (same formula, charge and spin) (kJ/mol) = 368.67
- HOMO level (eV) = -10.73
- charge = +1

CARTESIAN COORDINATES (ANGSTROEM)
B (1.129, 0.361, 0.091)
C (-1.973, 0.165, 0.089)
C (0.847, -0.829, -0.810)
N (1.134, 1.677, -0.490)
N (-1.898, 1.465, 0.358)
N (1.167, -2.167, -0.171)
O (1.291, 0.062, 1.468)
H (-2.638, -0.474, 0.811)
H (-1.389, -0.273, -0.579)
H (0.716, -1.165, -1.846)
H (0.525, 1.779, -1.260)
H (1.420, 2.484, 0.092)
H (-1.129, 1.967, -0.171)
H (-2.278, 2.046, 1.168)
H (1.189, -2.090, 0.855)
H (0.344, -2.711, -0.538)
H (2.038, -2.538, -0.536)
H (0.888, 0.630, 2.107)


# 9
Computed, not measured: a structure of composition C2H11N2, with wB97M-V/def2-TZVPD.

Properties
- energy relative to the best compared isomer or geometry (same formula, charge and spin) (kJ/mol) = 72.28
- HOMO level (eV) = -15.15
- charge = +1

CARTESIAN COORDINATES (ANGSTROEM)
N (0.237, -0.427, 2.072)
H (-0.766, -0.503, 2.126)
H (0.400, -0.017, 0.873)
H (0.788, -1.271, 2.136)
H (0.608, 0.151, 2.818)
C (-1.071, 0.928, -0.687)
N (0.247, 0.349, -0.413)
C (0.570, -0.756, -1.358)
H (-1.106, 1.490, -1.610)
H (-1.334, 1.599, 0.138)
H (-1.817, 0.134, -0.613)
H (0.990, 1.029, -0.534)
H (0.174, -0.515, -2.341)
H (1.631, -0.956, -1.431)
H (0.030, -1.639, -1.039)


# 10
Computed, not measured: a cluster of 2 separate species, C2H11N2O in total, with wB97M-V/def2-TZVPD.

Properties
- energy relative to the best compared isomer or geometry (same formula, charge and spin) (kJ/mol) = 56.54
- HOMO level (eV) = -14.69
- charge = +1

CARTESIAN COORDINATES (ANGSTROEM)
C (0.864, 1.018, -1.937)
N (-0.203, 0.061, -1.503)
H (0.851, 1.100, -3.016)
H (1.823, 0.625, -1.637)
H (0.664, 1.967, -1.460)
H (-1.032, 0.210, -2.072)
H (0.103, -0.907, -1.573)
H (-0.443, 0.249, -0.448)
N (-0.647, 0.382, 1.164)
C (-0.501, -1.046, 1.652)
O (0.836, -1.334, 1.764)
H (0.005, 0.923, 1.718)
H (-1.588, 0.739, 1.286)
H (-0.888, -1.708, 0.872)
H (-1.068, -1.169, 2.575)
H (1.223, -1.109, 2.615)


# 11
Computed, not measured: a cluster of 3 separate species, C2H11N2O2 in total, with wB97M-V/def2-TZVPD.

Properties
- energy relative to the best compared isomer or geometry (same formula, charge and spin) (kJ/mol) = 112.70
- HOMO level (eV) = -14.93
- charge = +1

CARTESIAN COORDINATES (ANGSTROEM)
C (0.891, -0.516, -2.078)
N (0.654, 0.274, -0.847)
C (0.943, 1.560, -0.803)
N (0.745, 2.348, 0.305)
H (1.819, -0.220, -2.517)
H (0.127, -0.403, -2.892)
H (0.740, -1.598, -1.753)
H (0.710, -0.389, -0.121)
H (1.009, 2.213, -1.755)
H (0.722, 2.014, 1.247)
H (1.207, 3.320, 0.196)
H (-3.326, -1.573, 1.867)
H (-2.679, -2.707, 1.103)
O (-2.491, -2.047, 1.719)
H (0.041, -0.514, 2.756)
H (-0.949, -1.163, 1.791)
O (-0.163, -0.601, 1.783)


# 12
Computed, not measured: a cluster of 3 separate species, C2H11N2O2 in total, with wB97M-V/def2-TZVPD.

Properties
- energy relative to the best compared isomer or geometry (same formula, charge and spin) (kJ/mol) = 340.38
- HOMO level (eV) = -13.33
- charge = +1

CARTESIAN COORDINATES (ANGSTROEM)
C (0.065, 0.080, 1.680)
C (1.113, -0.731, 2.052)
N (2.558, -0.416, 2.021)
N (0.146, 1.084, 0.739)
H (-0.665, 0.156, 2.496)
H (0.832, -1.687, 2.459)
H (2.897, -0.192, 2.954)
H (2.944, -1.322, 1.721)
H (2.863, 0.205, 1.268)
H (-0.744, 1.446, 0.415)
H (0.812, 1.797, 1.015)
H (-1.669, -2.687, -4.813)
H (-0.760, -3.461, -5.734)
O (-1.007, -2.556, -5.487)
H (-3.295, 2.714, 0.329)
H (-2.559, 1.917, -0.549)
O (-2.353, 2.589, 0.134)


# 13
Computed, not measured: a cluster of 3 separate species, C2H11N2O2 in total, with wB97M-V/def2-TZVPD.

Properties
- energy relative to the best compared isomer or geometry (same formula, charge and spin) (kJ/mol) = 393.39
- HOMO level (eV) = -13.52
- charge = +1

CARTESIAN COORDINATES (ANGSTROEM)
C (-0.520, 0.547, -0.718)
C (-1.508, 1.251, -0.166)
N (-1.799, 2.549, -0.492)
N (0.345, 0.070, 0.335)
H (0.128, 0.854, -1.635)
H (-2.158, 0.742, 0.515)
H (-1.621, 3.215, 0.213)
H (-2.677, 2.760, -0.842)
H (0.155, 0.628, 1.068)
H (-0.113, -0.809, 0.859)
H (1.217, -0.344, -0.058)
H (3.765, -0.738, -0.919)
H (2.667, -1.394, -1.802)
O (2.890, -1.273, -0.830)
H (-0.707, -3.143, 1.548)
H (0.594, -2.423, 1.991)
O (-0.253, -2.285, 1.513)


# 14
Computed, not measured: a cluster of 2 separate species, C2H11N2OSi in total, with wB97M-V/def2-TZVPD.

Properties
- energy relative to the best compared isomer or geometry (same formula, charge and spin) (kJ/mol) = 231.64
- HOMO level (eV) = -12.50
- charge = +1

CARTESIAN COORDINATES (ANGSTROEM)
C (-1.586, -0.658, 2.498)
C (0.374, 0.861, -1.166)
N (-0.779, 1.590, -1.270)
N (0.775, 0.599, -2.621)
O (-0.485, -1.123, 1.791)
Si (0.432, -1.451, 0.520)
H (-1.489, 0.410, 2.619)
H (-1.610, -1.212, 3.385)
H (-2.600, -0.833, 2.012)
H (1.181, 1.448, -0.683)
H (-1.593, 1.216, -0.782)
H (-0.758, 2.653, -1.090)
H (1.816, 0.934, -2.963)
H (0.042, 1.161, -3.264)
H (0.827, -0.358, -2.778)
H (0.142, -2.191, -0.677)
H (1.715, -1.541, 1.246)